No. 1
The following is a quantum chemistry calculation of C35H67GeHfNP2Se4Si3 as an isolated structure at a distorted geometry, from the Open Molecules 2025 dataset.

**Charge**: +1
**E**: -14710.43756 a.u.
**Multiplicity**: 2
**Frontier orbital gap (alpha / beta)**: 6.83 / 5.96 eV

Each line ends with the Mulliken charge.
Element x y z (Å)
Hf  -0.07985  -0.82962  -0.52219  -1.8047
C  3.87177  -3.32373  -1.60292  -1.4653
C  4.05599  -1.80197  -1.50242  0.6132
C  4.81656  -1.45137  -0.22285  -1.8053
P  2.44061  -0.94712  -1.72029  0.6760
C  2.10170  -1.31109  -3.51596  0.8803
C  0.80858  -0.66091  -3.96588  -1.0969
C  3.23407  -0.89977  -4.45816  -1.5577
C  2.71756  0.84447  -1.75963  -0.4759
C  3.94909  1.38988  -2.12030  -0.3120
C  4.10999  2.74096  -2.39816  0.4412
C  5.45956  3.32786  -2.71874  -1.7078
C  2.95865  3.52274  -2.38953  -1.1760
C  1.72969  3.00476  -2.01369  -0.5525
C  1.60096  1.67675  -1.61060  0.1569
N  0.37553  1.14075  -1.11500  0.8124
C  -0.65143  1.97645  -0.57398  0.9967
C  -0.39167  3.19155  0.06783  -0.5638
C  -1.41744  3.94775  0.59446  -1.3836
C  -2.74600  3.51522  0.56359  0.3273
C  -3.86191  4.33948  1.14816  -1.8527
C  -3.00378  2.30431  -0.04354  -0.5027
C  -1.99662  1.53074  -0.63506  -0.5823
P  -2.33798  0.13739  -1.76992  0.9095
C  -2.88746  0.98777  -3.32754  0.6452
C  -1.69974  1.36247  -4.22049  -1.0363
C  -3.74585  2.22648  -3.08728  -1.5365
C  -3.75594  -0.92044  -1.26138  0.9271
C  -5.11457  -0.31546  -0.90586  -1.6184
C  -3.27950  -1.88133  -0.16896  -0.2377
H  4.84262  -3.80418  -1.45553  0.4778
H  3.48485  -3.64765  -2.57013  0.3406
H  3.19375  -3.69031  -0.82974  0.0812
H  4.63652  -1.45960  -2.35741  0.4223
H  4.42915  -2.01321  0.62495  0.5076
H  4.77940  -0.38937  0.02470  0.2788
H  5.86529  -1.72952  -0.35165  0.5058
H  1.98225  -2.39546  -3.54619  0.6664
H  0.87336  0.42301  -3.87835  0.1283
H  -0.06008  -1.02247  -3.41358  -0.4583
H  0.62549  -0.90175  -5.01693  0.8309
H  3.51151  0.14811  -4.33238  0.2891
H  2.89038  -1.02805  -5.48789  0.4757
H  4.12947  -1.51378  -4.34238  0.4133
H  4.81299  0.73760  -2.21279  0.2566
H  6.15279  2.56228  -3.06855  0.3824
H  5.89994  3.79045  -1.83236  0.3130
H  5.38450  4.09936  -3.48568  0.3943
H  3.01845  4.56444  -2.68410  0.4251
H  0.85645  3.64416  -2.03863  0.6093
H  0.62468  3.54763  0.15469  0.6706
H  -1.17623  4.89370  1.07102  0.3144
H  -3.47301  5.17140  1.73436  0.4379
H  -4.49793  3.73524  1.79827  0.3768
H  -4.49542  4.75262  0.36124  0.3866
H  -4.02991  1.96341  -0.09291  0.6221
H  -3.47645  0.21947  -3.83606  0.8506
H  -0.93853  1.91371  -3.65810  0.0425
H  -2.04226  2.01166  -5.02921  0.5811
H  -1.23711  0.48801  -4.66880  0.1320
H  -3.15891  3.02550  -2.63172  0.2403
H  -4.62417  2.05274  -2.46901  0.2464
H  -4.09071  2.58007  -4.06167  0.5570
H  -3.88684  -1.50585  -2.17818  0.2396
H  -5.09783  0.19610  0.05508  0.2105
H  -5.83662  -1.13022  -0.81952  0.4737
H  -5.49261  0.36742  -1.66467  0.4081
H  -2.98547  -1.34337  0.73323  -0.7840
H  -2.43942  -2.49832  -0.50914  -0.4308
H  -4.07657  -2.57299  0.11520  0.8314
Se  -2.06119  -2.98578  -4.23737  -0.0479
Se  -2.87299  -4.62183  -3.01722  -0.0250
Se  -1.32928  -5.06217  -1.22454  -0.2463
Se  0.17334  -3.34823  -1.43393  -0.1059
C  1.57990  0.33942  4.85460  -1.0312
Si  1.56704  0.22222  2.99891  0.1605
C  3.01152  -0.82004  2.45186  -0.5275
C  1.86496  1.92253  2.29738  -0.4776
Ge  -0.41302  -0.84044  2.11711  0.6906
Si  -0.16152  -3.12604  2.87939  0.5112
C  -1.77435  -3.96687  2.49624  -0.5830
C  0.16707  -3.29701  4.70647  -1.1554
C  1.26572  -4.02889  2.08008  -0.4237
Si  -2.07280  0.21267  3.46639  0.6906
C  -1.66509  2.02072  3.54823  -0.2220
C  -3.81699  0.00848  2.85850  -0.5218
C  -1.99105  -0.49692  5.18064  -1.3726
H  2.57322  0.66342  5.18794  0.3974
H  1.36187  -0.62220  5.32490  0.2439
H  0.84752  1.06634  5.22182  0.2498
H  3.94470  -0.24344  2.49032  0.5731
H  2.86255  -1.15777  1.42768  -0.5782
H  3.14052  -1.71256  3.07359  0.4294
H  2.67944  2.40504  2.85342  0.6001
H  0.98404  2.56729  2.36343  0.1510
H  2.16849  1.85321  1.24531  -0.1562
H  -2.61535  -3.42243  2.94382  0.2108
H  -1.77884  -4.98790  2.90065  0.4700
H  -1.94884  -4.03308  1.41903  -0.1373
H  -0.61072  -2.86273  5.33452  0.3005
H  1.12447  -2.84671  4.98593  0.2438
H  0.22593  -4.36893  4.93605  0.4105
H  1.42862  -3.77091  1.03223  -0.3438
H  1.07111  -5.10840  2.12715  0.4859
H  2.18991  -3.83495  2.63237  0.3283
H  -1.32530  2.39246  2.58267  -0.4583
H  -0.87178  2.20915  4.28079  0.3363
H  -2.54765  2.59812  3.85109  0.4783
H  -3.98870  0.58248  1.94287  -0.3387
H  -4.49756  0.39503  3.62820  0.5993
H  -4.08259  -1.03711  2.67226  0.2943
H  -0.96082  -0.66064  5.50110  0.2560
H  -2.52263  -1.45277  5.23326  0.3408
H  -2.46121  0.19120  5.89175  0.4352

***

No. 2
The following is a quantum chemistry calculation of C35H67IrN13SeSi as an isolated structure, from the Open Molecules 2025 dataset.

**Charge**: +2
**E**: -4880.48412 a.u.
**ΔE to the lowest compared entry with this formula, charge and spin**: 9.6 kcal/mol
**Multiplicity**: 2
**Frontier orbital gap (alpha / beta)**: 7.73 / 4.96 eV

Each line ends with the Mulliken charge.
Element x y z (Å)
Ir  -0.26126  -0.10186  -0.57322  3.1049
C  -1.34483  -4.05835  -4.39596  -1.1550
N  -1.03792  -2.74280  -3.84697  0.4420
C  -0.74520  -1.70869  -4.82102  -1.0564
C  -1.05089  -2.47821  -2.51715  -0.3859
N  -0.11480  -1.71068  -1.96287  0.8214
C  1.21004  -1.79886  -2.57750  -0.7869
C  2.25142  -1.36030  -1.57332  -1.4922
N  1.96068  0.00089  -1.03823  0.6276
C  2.12665  0.96490  -2.17305  -1.4363
C  1.10766  2.04493  -2.02799  -0.5144
N  -0.23277  1.44871  -2.07968  0.6427
C  -1.09488  1.99518  -2.92246  -1.2699
N  -2.42729  2.04722  -2.64118  1.2163
C  -3.42781  1.91731  -3.68959  -1.3581
C  -2.90852  2.68985  -1.42241  -1.4631
N  -0.69922  2.53145  -4.10442  0.4771
C  -1.34504  3.70765  -4.67627  -1.1610
C  0.36272  1.96317  -4.91736  -0.8343
C  3.06678  0.33463  -0.06411  -1.9446
C  2.96038  -0.11299  1.38801  -0.3789
N  2.44338  0.89110  2.28845  0.6373
C  3.26120  1.42772  3.13820  -0.2877
N  2.71394  2.12967  4.20338  0.5569
C  1.87180  1.41577  5.14289  -1.0328
C  3.41034  3.26453  4.77953  -1.1161
N  4.64386  1.31676  3.08893  0.5215
C  5.43080  1.20933  4.30446  -1.1073
C  5.41270  1.74417  1.93668  -0.9014
N  -2.04124  -3.04304  -1.79223  0.4091
C  -1.82194  -3.53106  -0.43970  -0.8936
C  -3.36509  -3.29398  -2.35362  -1.2876
H  -0.53456  -4.36234  -5.06029  0.3935
H  -2.27473  -4.05100  -4.96801  0.3622
H  -1.42021  -4.78879  -3.59594  0.3437
H  -1.53916  -1.69465  -5.57079  0.5075
H  0.20372  -1.88209  -5.33551  0.2775
H  -0.72063  -0.74070  -4.32289  0.0350
H  1.28647  -1.18955  -3.48054  0.2305
H  1.42428  -2.82479  -2.88755  0.6853
H  3.23945  -1.35766  -2.04525  0.5512
H  2.28883  -2.03708  -0.72404  0.2085
H  1.98966  0.44524  -3.11400  0.3936
H  3.14352  1.35937  -2.17549  0.5552
H  1.24436  2.84466  -2.75313  0.7735
H  1.24089  2.48090  -1.03797  -0.3821
H  -2.99227  1.44793  -4.56859  0.3824
H  -3.86647  2.87576  -3.97608  0.4358
H  -4.23036  1.27579  -3.31805  0.2772
H  -3.03597  3.76642  -1.57379  0.2612
H  -3.87984  2.27149  -1.15528  0.3873
H  -2.22072  2.52185  -0.59648  0.4772
H  -1.98945  4.18031  -3.94070  0.3323
H  -1.92880  3.45662  -5.56380  0.3836
H  -0.57604  4.42636  -4.96216  0.3949
H  0.59624  0.96138  -4.56850  0.0925
H  1.27173  2.56889  -4.90329  0.2900
H  0.01678  1.90029  -5.95052  0.3844
H  3.20605  1.41263  -0.10014  0.7193
H  3.96097  -0.12331  -0.49884  0.1808
H  3.95909  -0.44461  1.69630  0.8817
H  2.31604  -0.99735  1.41268  -1.3748
H  1.39418  0.58329  4.63726  0.1413
H  2.45453  1.03864  5.99388  0.3198
H  1.09897  2.07876  5.53735  0.3709
H  4.03748  3.00272  5.63712  0.3841
H  2.66736  3.98446  5.12764  0.3251
H  4.02255  3.75552  4.02471  0.3384
H  4.82825  0.79579  5.11054  0.3041
H  5.85747  2.16430  4.62348  0.3541
H  6.25891  0.52188  4.12103  0.3501
H  4.76276  1.92337  1.08922  0.1867
H  6.15734  0.99368  1.65898  0.3157
H  5.94216  2.67886  2.15265  0.3792
H  -0.80962  -3.90946  -0.34653  0.4229
H  -2.51782  -4.35014  -0.26085  0.5090
H  -1.98202  -2.76422  0.31423  -0.2713
H  -3.51864  -2.68183  -3.23890  0.3461
H  -4.11385  -3.02314  -1.60753  0.5284
H  -3.50765  -4.34469  -2.61119  0.3541
C  -0.20595  3.53021  0.68035  -1.4997
C  -0.54364  2.37064  1.56189  0.6887
C  -0.90649  2.59946  2.87133  -1.3713
C  -1.12925  1.52296  3.72738  -1.5112
C  -0.91304  0.24020  3.29617  -0.8797
C  -0.51872  0.04948  1.96251  0.2285
N  -0.43069  1.10459  1.11279  0.8597
N  -0.28862  -1.10914  1.29136  0.5554
Si  0.29177  -2.53648  2.18820  0.6949
C  1.38735  -2.09320  3.64164  -1.3062
C  1.29134  -3.62842  1.03400  -1.5297
C  -1.13492  -3.51736  2.92024  -1.1901
H  -0.67778  4.43590  1.05557  0.6273
H  -0.50634  3.38313  -0.35417  0.0389
H  0.87613  3.68312  0.71155  0.2854
H  -1.01591  3.61669  3.21832  0.5400
H  -1.45295  1.70204  4.74491  0.5879
H  -1.06695  -0.60729  3.94816  0.6501
H  2.20858  -1.41803  3.39848  0.2514
H  1.82128  -3.03466  3.99300  0.5478
H  0.84606  -1.66700  4.48539  0.4113
H  2.35770  -3.55618  1.25912  0.4452
H  1.14396  -3.37850  -0.01498  0.2479
H  1.00710  -4.67545  1.16245  0.5169
H  -1.92178  -2.87204  3.31206  0.2474
H  -0.76796  -4.11589  3.75742  0.5438
H  -1.59810  -4.20931  2.21717  0.3250
Se  -2.62126  -0.32403  -0.88639  -0.1781
C  -3.85658  -0.75796  0.47679  0.5842
C  -5.18223  -0.80517  0.03912  -1.2226
C  -6.16935  -1.11795  0.96115  -0.5010
N  -5.91466  -1.37867  2.24023  -0.5742
C  -4.64914  -1.33263  2.64387  -0.8974
C  -3.58183  -1.02873  1.80952  0.4218
H  -5.44328  -0.59997  -0.99198  0.4761
H  -7.20829  -1.16175  0.65672  0.4005
H  -4.47213  -1.55202  3.69107  0.4481
H  -2.58037  -1.01446  2.19293  0.3441

***

No. 3
The following is a quantum chemistry calculation of a 6-piece molecular cluster, C35H69BClN4O14P overall at a distorted geometry, from the Open Molecules 2025 dataset.

**E**: -3473.88188 a.u.
**Frontier orbital gap**: 9.55 eV

Each line ends with the Mulliken charge.
Element x y z (Å)
C  1.25710  1.37957  3.34751  -1.1442
C  1.06202  1.99701  1.92465  0.1608
O  1.86400  1.33806  0.92891  -0.2411
P  0.95770  0.62621  -0.23869  0.5247
O  0.07069  1.63037  -0.86767  -0.7197
C  -0.01317  -0.69804  0.59406  -0.3810
C  -1.34677  -1.06744  -0.17926  -1.5340
C  -2.63865  -0.59944  0.59415  1.1756
N  -2.64548  -1.06298  2.00795  -0.4136
C  -2.57568  0.90671  0.63558  -0.9047
N  -2.47322  2.02958  0.73369  -0.5524
C  -3.91599  -1.20058  -0.08474  1.8350
C  -3.63282  -1.63137  -1.50905  -0.8789
N  -3.61355  -1.82126  -2.62276  -0.6365
B  -4.14373  -2.62101  0.70492  -0.2098
O  -5.32044  -2.93715  1.39416  -0.4775
N  -3.06861  -3.65616  0.65803  0.1386
C  -2.97103  -4.25089  2.02061  -1.1834
C  -3.38508  -4.71252  -0.32629  -1.2322
C  -5.23681  -0.36007  0.01490  0.2220
Cl  -5.56240  0.17059  1.72513  -0.2054
C  -5.45728  0.74936  -1.04957  -0.6047
C  -5.26044  2.24042  -0.64646  -1.2325
O  1.98586  0.08719  -1.37550  -0.4751
C  2.50262  -1.24899  -1.15727  -0.2961
C  1.75789  -2.22974  -2.10698  -0.9945
H  1.72882  0.38336  3.31158  0.2924
H  0.30849  1.30180  3.90610  0.3127
H  1.92928  2.02755  3.93702  0.2629
H  1.22217  3.08499  1.96993  0.5073
H  -0.00353  1.83805  1.66784  -0.2268
H  0.55766  -1.63496  0.73847  0.4947
H  -0.23906  -0.34166  1.61653  0.3294
H  -1.27859  -0.50447  -1.12949  0.8414
H  -1.33402  -2.15598  -0.32176  0.3923
H  -1.87257  -1.69980  2.18839  0.3134
H  -2.50710  -0.25997  2.61773  0.3174
H  -5.23384  -2.52946  2.27215  0.3541
H  -1.96663  -4.70092  2.12803  0.2817
H  -3.12270  -3.49864  2.81310  0.4778
H  -3.74056  -5.04499  2.11745  0.2899
H  -4.41985  -5.10266  -0.27048  0.2933
H  -2.68641  -5.55549  -0.14541  0.4082
H  -3.11745  -4.33980  -1.33197  0.3416
H  -6.03790  -1.09997  -0.15918  0.6999
H  -4.87190  0.59384  -1.97590  0.2476
H  -6.50842  0.65793  -1.38796  0.4820
H  -5.31365  2.48073  0.42238  0.2880
H  -4.31366  2.63010  -1.05478  0.2825
H  -6.05678  2.82924  -1.14473  0.3606
H  3.56219  -1.22955  -1.47541  0.4280
H  2.51205  -1.56305  -0.10124  0.3366
H  2.46291  -2.90807  -2.62132  0.3761
H  1.31591  -1.60851  -2.90838  0.2871
H  0.98299  -2.83443  -1.60852  0.1854
C  -7.38068  -7.64542  0.87804  -0.8016
C  -7.46622  -8.14894  -0.54846  -0.4486
O  -6.21787  -7.99851  -1.23038  -0.3768
C  -5.21466  -8.89483  -1.18092  0.7889
C  -5.25548  -9.98462  -0.13761  -0.9639
O  -4.26647  -8.77900  -1.91079  -0.5653
H  -6.66114  -8.21924  1.46404  0.2588
H  -8.35363  -7.71137  1.36677  0.3629
H  -7.04851  -6.60614  0.89356  0.1809
H  -7.82150  -9.17937  -0.60725  0.3651
H  -8.18259  -7.54292  -1.10278  0.3193
H  -4.71072  -9.65195  0.74577  0.2342
H  -4.76820  -10.86733  -0.54709  0.3129
H  -6.26083  -10.28774  0.14642  0.3411
C  1.21313  3.37705  -3.45128  -0.7695
C  1.24219  4.50053  -4.46585  -0.5915
O  -0.08266  4.94182  -4.79319  -0.3208
C  -0.76941  5.85204  -4.08517  0.8271
C  -0.27872  6.24122  -2.71366  -1.0444
O  -1.80178  6.28884  -4.52553  -0.5768
H  0.77178  3.69706  -2.50759  0.1804
H  2.22110  3.00976  -3.25310  0.3991
H  0.60277  2.55127  -3.81794  0.2642
H  1.86396  5.33813  -4.14420  0.3865
H  1.67336  4.13778  -5.39925  0.3509
H  -0.76968  5.61318  -1.97010  0.2352
H  -0.54690  7.28142  -2.53708  0.3217
H  0.79994  6.17145  -2.59442  0.3472
C  -1.60578  5.89155  -9.02421  -1.1693
C  -0.64874  5.94608  -7.85099  -0.0674
O  0.66263  6.35552  -8.26728  -0.3887
C  1.03882  7.63913  -8.38878  0.7319
C  -0.01557  8.71904  -8.37074  -0.8693
O  2.19634  7.90436  -8.57953  -0.5765
H  -1.74047  6.87394  -9.47995  0.2756
H  -2.58123  5.52338  -8.70427  0.3686
H  -1.21658  5.23117  -9.80095  0.3150
H  -1.01509  6.57516  -7.03977  0.2634
H  -0.53222  4.94738  -7.43416  0.2448
H  -0.31606  8.93892  -9.39499  0.2459
H  0.41834  9.61283  -7.92621  0.3007
H  -0.89324  8.46986  -7.77860  0.3155
C  6.65492  3.45757  2.74287  -1.0382
C  5.41143  3.65881  3.58377  -0.4200
O  4.95007  2.42164  4.13843  -0.2859
C  5.40762  1.89452  5.28604  0.7593
C  6.66600  2.45133  5.90346  -1.1037
O  4.85008  0.94145  5.76368  -0.5601
H  7.48710  3.08136  3.33939  0.2739
H  6.95994  4.39673  2.27966  0.3768
H  6.46667  2.72292  1.95909  0.3137
H  5.55167  4.40820  4.36491  0.3711
H  4.60169  4.02049  2.94996  0.3506
H  7.51988  1.87194  5.55156  0.2559
H  6.58861  2.35322  6.98485  0.3225
H  6.83102  3.50616  5.69670  0.3857
C  6.53835  -1.72288  7.47187  -0.8848
C  6.35470  -2.22437  6.05497  -0.3771
O  7.58596  -2.17045  5.32301  -0.3557
C  8.51524  -3.14325  5.34506  0.7035
C  8.42462  -4.22485  6.39413  -0.8882
O  9.43908  -3.09837  4.57859  -0.5718
H  7.23728  -2.34720  8.03153  0.3642
H  5.58524  -1.71179  8.00150  0.3416
H  6.94839  -0.71245  7.46475  0.1894
H  5.92032  -3.22540  6.01758  0.3566
H  5.66232  -1.56764  5.52898  0.2596
H  9.02466  -3.93443  7.25619  0.2375
H  8.82683  -5.14406  5.97248  0.3034
H  7.40927  -4.44618  6.71492  0.3162

***

Q: Which of these has the lowest E?
A: C35H67GeHfNP2Se4Si3